(1)
{
  "formula": "C3H6N3",
  "method": "ωB97M-V with the def2-TZVPD basis set",
  "symbols": ["C", "C", "C", "N", "N", "N", "H", "H", "H", "H", "H", "H"],
  "positions_angstrom": [[-0.869605, -1.752900, -0.669936], [1.119266, -0.225935, -0.479606], [0.424953, 2.111694, -0.184168], [-1.213971, -1.702245, 0.458435], [-1.403808, -1.311983, 1.565571], [1.113995, 0.901300, -0.282566], [-0.795037, -2.383625, -1.521488], [1.675166, -1.215747, -0.448728], [0.124910, 2.469308, 0.833705], [0.995303, 2.926556, -0.665286], [-0.465989, 1.922889, -0.820944], [-0.705185, -1.739313, 2.215011]],
  "atomic_forces_ev_per_a": [[0.9, 0.4, -1.0], [2.0, -3.1, 0.4], [-1.3, 2.2, -0.8], [1.1, 0.0, -1.7], [-0.4, 0.0, 3.3], [-0.5, -0.1, 0.5], [-0.6, -0.5, -0.2], [-1.0, 1.6, -0.3], [0.5, -1.0, -0.7], [-0.1, -0.5, 0.3], [0.2, 0.5, 0.6], [-0.7, 0.3, -0.3]],
  "molar_mass_g_mol": 84.1,
  "charge": 1,
  "e_homo_ev": [-13.492, -13.491],
  "multiplicity": 1,
  "e_lumo_ev": [-5.189, -5.189],
  "orbital_gap_ev": [8.3, 8.3]
}


(2)
{
  "formula": "C3H6N3",
  "method": "ωB97M-V with the def2-TZVPD basis set",
  "symbols": ["C", "N", "C", "N", "N", "C", "H", "H", "H", "H", "H", "H"],
  "positions_angstrom": [[-1.143372, 0.546763, 0.815388], [0.008458, 0.134546, 0.091703], [1.251094, 0.556790, 0.213296], [2.081476, -0.200440, -0.627562], [1.351374, -1.071655, -1.218906], [0.048084, -0.926128, -0.828141], [-1.885190, 1.150092, 0.335750], [-0.687332, 1.296465, 1.444149], [-1.737604, -0.366091, 1.321323], [1.764463, 1.430417, 0.780096], [-0.562625, -0.705940, -1.723202], [-0.488827, -1.844821, -0.603895]],
  "atomic_forces_ev_per_a": [[-1.4, -0.7, 2.4], [1.5, 0.5, 0.2], [0.2, 0.7, 0.0], [-0.7, -0.8, -0.5], [2.5, 0.4, 0.1], [-2.0, -0.4, -1.3], [-0.3, -0.1, -1.4], [-0.6, -0.2, 1.4], [1.8, 2.2, -0.8], [-1.6, -1.6, -0.7], [0.3, 0.5, -0.2], [0.3, -0.4, 0.9]],
  "molar_mass_g_mol": 84.1,
  "charge": 1,
  "e_homo_ev": -15.938,
  "smiles": "C[N+]1=CN=NC1",
  "multiplicity": 1,
  "e_lumo_ev": -6.537,
  "orbital_gap_ev": 9.4
}


(3)
{
  "formula": "C3H6N3",
  "method": "ωB97M-V with the def2-TZVPD basis set",
  "symbols": ["H", "N", "N", "C", "N", "C", "C", "H", "H", "H", "H", "H"],
  "positions_angstrom": [[-0.128708, -0.336750, 4.159427], [-0.128721, -0.929129, 3.207674], [-0.452336, -0.352080, 2.193656], [-0.684418, -0.271774, 0.960380], [0.210003, 0.141676, 0.062548], [-0.086951, -0.023011, -1.509726], [0.693955, 0.524779, -2.424370], [-1.727686, -0.512925, 0.586363], [1.107807, 0.643288, 0.211688], [-0.939029, -0.544390, -1.623125], [0.418299, 0.629598, -3.481877], [1.717786, 1.030719, -2.342637]],
  "atomic_forces_ev_per_a": [[-0.3, -0.7, -2.6], [0.1, 0.5, 0.9], [0.2, 0.6, 3.6], [-0.3, -0.3, -3.1], [0.1, 0.0, -3.5], [3.4, 2.6, 3.2], [1.4, 1.1, -0.5], [1.3, 0.2, 0.6], [-1.0, -0.9, 0.6], [-2.9, -1.5, -0.6], [-0.4, -0.9, 0.5], [-1.7, -0.7, 0.8]],
  "molar_mass_g_mol": 84.1,
  "charge": 1,
  "e_homo_ev": -13.844,
  "smiles": "[H]/N=N/C=[NH+]/C=C",
  "multiplicity": 1,
  "e_lumo_ev": -5.601,
  "orbital_gap_ev": 8.2
}


(4)
{
  "formula": "C3H6N3O",
  "method": "ωB97M-V with the def2-TZVPD basis set",
  "symbols": ["H", "N", "C", "C", "C", "N", "N", "O", "H", "H", "H", "H", "H"],
  "positions_angstrom": [[1.268823, 0.960150, -1.442681], [0.641179, 1.524860, -0.953523], [-0.302973, 1.064107, -0.225803], [-0.669987, -0.372516, -0.148488], [-0.013138, -0.423045, 1.241628], [1.250464, -0.582137, 1.542140], [2.089283, -1.119098, 0.723212], [3.280672, -1.513259, 1.005502], [-0.887961, 1.868426, 0.222058], [-0.360721, -0.964767, -1.016403], [-1.775750, -0.630533, -0.178522], [-0.530640, 0.316696, 1.923158], [1.822405, -1.361087, -0.254252]],
  "atomic_forces_ev_per_a": [[0.6, -1.8, -0.8], [-0.3, 2.6, 1.1], [-0.1, 0.0, -2.7], [-1.3, 0.0, 0.4], [-2.0, 0.8, 0.7], [1.8, -1.1, -0.4], [-1.6, 0.6, -1.0], [1.3, -0.2, 0.7], [-0.3, -0.6, 0.5], [0.9, 0.2, 0.4], [1.0, 0.6, 0.7], [0.5, -1.3, -0.5], [-0.4, 0.3, 0.8]],
  "molar_mass_g_mol": 100.1,
  "charge": -1,
  "e_homo_ev": [-1.583, -1.583],
  "smiles": "[H]/N=C\\C/C=N\\N[O-]",
  "multiplicity": 1,
  "e_lumo_ev": [4.152, 4.152],
  "orbital_gap_ev": [5.7, 5.7]
}


(5)
{
  "formula": "C3H6N3O",
  "method": "ωB97M-V with the def2-TZVPD basis set",
  "symbols": ["C", "C", "C", "N", "N", "N", "O", "H", "H", "H", "H", "H", "H"],
  "positions_angstrom": [[0.344601, -0.443908, 1.717067], [-0.623411, -0.760966, 0.817656], [1.171522, 0.818680, -0.062396], [1.327454, 0.306722, 1.348628], [0.091275, 0.095666, -0.752788], [-0.467677, 0.535198, -1.881854], [-1.413851, -1.783393, 0.693065], [0.403489, -0.853953, 2.670675], [1.029356, 1.967074, 0.152210], [2.062822, 0.543670, -0.462251], [-2.172125, -1.763585, 0.189374], [-0.983051, -0.234211, -2.306193], [-0.770406, 1.573007, -2.123194]],
  "atomic_forces_ev_per_a": [[2.1, 0.3, -0.1], [-2.4, 0.4, -5.0], [-3.4, 1.3, 3.6], [-0.7, 0.9, -1.8], [-0.1, 0.0, 2.4], [-0.6, 1.0, 0.4], [4.4, 0.4, 3.0], [-0.3, -0.7, 1.8], [0.3, -2.0, -1.0], [2.7, -0.3, -1.9], [-2.8, 0.7, -2.2], [0.0, 0.7, -0.3], [0.9, -2.7, 1.1]],
  "molar_mass_g_mol": 100.1,
  "charge": 1,
  "e_homo_ev": [-13.669, -14.019],
  "multiplicity": 1,
  "e_lumo_ev": [-6.319, -5.927],
  "orbital_gap_ev": [7.4, 8.1]
}


(6)
{
  "formula": "C3H6N3O",
  "method": "ωB97M-V with the def2-TZVPD basis set",
  "symbols": ["C", "C", "C", "N", "N", "N", "O", "H", "H", "H", "H", "H", "H"],
  "positions_angstrom": [[0.226914, -1.382429, 0.041460], [1.508217, -1.728098, 0.390917], [-0.939768, 0.811243, -0.345873], [1.352239, 0.472329, 0.236308], [0.211515, -0.052812, -0.127902], [2.234915, -0.600129, 0.502915], [3.361193, -0.420686, 0.931816], [-0.690405, -1.844004, -0.213930], [1.913417, -2.623990, 0.766429], [-0.932019, 1.054407, -1.395724], [-1.765030, 0.176726, -0.032211], [-1.111218, 1.687536, 0.231148], [1.883864, 1.723196, 0.294023]],
  "atomic_forces_ev_per_a": [[0.4, 1.7, -0.8], [-0.4, -0.1, 0.2], [-1.0, -1.6, -0.9], [5.3, 3.1, 0.7], [-1.1, 0.9, 0.9], [-0.8, 1.9, 0.9], [-0.2, 0.1, -0.5], [-0.4, -1.1, 0.1], [0.4, -0.9, -0.1], [-0.5, 0.1, -0.3], [-0.4, 0.0, -0.7], [1.1, 0.7, 0.9], [-2.4, -5.0, -0.4]],
  "molar_mass_g_mol": 100.1,
  "charge": 1,
  "e_homo_ev": [-14.127, -14.128],
  "multiplicity": 1,
  "e_lumo_ev": [-4.883, -4.883],
  "orbital_gap_ev": [9.2, 9.2]
}


(7)
{
  "formula": "C3H6N3O",
  "method": "ωB97M-V with the def2-TZVPD basis set",
  "symbols": ["C", "C", "C", "N", "N", "N", "O", "H", "H", "H", "H", "H", "H"],
  "positions_angstrom": [[-1.089024, 1.200334, -0.141271], [-1.999923, 0.152026, 0.101244], [0.631923, -0.910802, 0.749600], [-1.608402, -1.178390, 0.276504], [-0.423006, -1.294187, 0.361641], [1.875434, -0.949325, 0.019255], [0.312186, 1.176327, -0.269361], [-1.495363, 2.209857, -0.126075], [-3.077474, 0.199988, -0.043596], [1.747789, -0.193947, -0.623505], [1.979463, -1.870998, -0.475483], [2.736251, -0.658169, 0.704161], [0.410147, 2.117291, -0.533113]],
  "atomic_forces_ev_per_a": [[-2.2, -1.9, 1.2], [2.1, 1.5, -1.4], [2.6, -0.7, 3.1], [-2.5, -0.3, -0.3], [0.5, -0.3, -0.9], [1.8, -0.5, 1.8], [-1.9, 1.9, -0.7], [0.0, -0.2, -0.3], [0.4, 0.8, 0.4], [0.3, 0.9, -1.3], [0.5, 1.0, 0.5], [-2.5, -1.3, -2.1], [1.0, -0.8, 0.1]],
  "molar_mass_g_mol": 100.1,
  "charge": 1,
  "e_homo_ev": [-12.814, -12.814],
  "multiplicity": 1,
  "e_lumo_ev": [-4.959, -4.960],
  "orbital_gap_ev": [7.9, 7.9]
}


(8)
{
  "formula": "C3H6N3O",
  "method": "ωB97M-V with the def2-TZVPD basis set",
  "symbols": ["C", "N", "N", "C", "C", "N", "O", "H", "H", "H", "H", "H", "H"],
  "positions_angstrom": [[-0.809147, 0.571086, 2.436149], [-0.363704, 0.042233, 1.390300], [-0.424121, 0.667052, 0.060995], [0.263535, -0.232408, -0.666321], [0.535884, -0.204413, -2.168602], [0.790277, -1.143743, 0.058830], [1.669739, -1.848829, 0.408348], [-0.616183, 0.338569, 3.492494], [-1.441076, 1.391990, 2.538422], [-1.323616, 1.064827, -0.230638], [1.575166, -0.135016, -2.279795], [0.222847, -1.227626, -2.681158], [-0.079601, 0.716278, -2.359024]],
  "atomic_forces_ev_per_a": [[0.1, 0.0, 0.9], [1.0, 0.6, -0.5], [-1.4, -0.4, 2.1], [0.8, -0.2, -0.9], [-3.0, -1.3, 0.9], [1.3, -2.0, 0.6], [-1.0, 1.0, -0.5], [0.6, -1.6, -0.7], [-1.1, 2.0, -1.1], [0.4, -0.3, -0.2], [1.5, 0.7, -0.5], [0.2, 2.5, 1.0], [0.9, -1.0, -1.2]],
  "molar_mass_g_mol": 100.1,
  "charge": 1,
  "e_homo_ev": [-14.433, -14.434],
  "smiles": "C=N/[NH+]=C(/C)N=O",
  "multiplicity": 1,
  "e_lumo_ev": [-6.029, -6.030],
  "orbital_gap_ev": [8.4, 8.4]
}


(9)
{
  "formula": "C3H6N3O2S",
  "method": "ωB97M-V with the def2-TZVPD basis set",
  "symbols": ["N", "S", "O", "O", "N", "C", "C", "N", "C", "H", "H", "H", "H", "H", "H"],
  "positions_angstrom": [[0.379680, -2.268272, 0.418094], [-0.870079, -1.919246, -0.451489], [-0.822338, -2.326703, -1.796245], [-2.074493, -1.928416, 0.253583], [-0.526310, -0.188689, -0.331931], [0.408000, 0.727616, -0.959071], [0.239985, 1.913739, -0.344963], [-0.675051, 1.752353, 0.621674], [-1.179396, 0.516635, 0.577220], [0.148610, -2.262489, 1.343689], [1.145075, -2.712449, 0.028851], [0.653284, 0.506025, -1.983045], [0.830156, 2.894239, -0.426695], [-1.042176, 2.552315, 1.135780], [-1.913325, 0.260367, 1.326532]],
  "atomic_forces_ev_per_a": [[-0.8, -0.3, -1.5], [-0.2, 1.2, -1.7], [1.0, 0.1, -0.1], [-1.0, -0.6, 1.4], [-0.2, 2.8, -0.8], [-1.8, -1.6, -0.6], [2.5, 1.9, -0.6], [-1.0, 0.5, 0.5], [0.1, 0.9, 1.2], [0.0, -0.4, 3.2], [1.7, -1.2, -0.6], [1.0, -0.1, 0.2], [-1.2, -1.8, -0.3], [0.0, -0.6, 0.2], [-0.1, -0.7, -0.4]],
  "molar_mass_g_mol": 148.2,
  "charge": 1,
  "e_homo_ev": -14.844,
  "smiles": "NS(=O)(=O)[n+]1cc[nH]c1",
  "multiplicity": 1,
  "e_lumo_ev": -3.573,
  "orbital_gap_ev": 11.3
}